Molecular formula: C24H35BFN7RhSi
Method: DFT, ωB97M-V with the def2-TZVPD basis set

Output
- LUMO energy (spin up / spin down): -6.7 / -6.7 eV
- Multiplicity: 1
- E_HOMO (spin up / spin down): -10.68 / -10.67 eV
- E: -50160.545 eV
- Charge: +1

Atoms and positions in Å:
Rh: -0.23 -0.61 0.80
C: -0.69 2.98 1.64
C: -1.68 2.28 0.77
C: -2.83 2.82 0.20
C: -3.41 1.81 -0.54
C: -4.64 1.89 -1.36
N: -2.63 0.71 -0.40
N: -1.59 1.00 0.39
B: -2.71 -0.62 -1.17
N: -1.38 -0.74 -1.95
N: -0.16 -0.76 -1.37
C: 0.76 -0.77 -2.34
C: 2.23 -0.77 -2.19
C: 0.10 -0.78 -3.57
C: -1.25 -0.76 -3.28
C: -2.38 -0.73 -4.24
N: -2.84 -1.81 -0.21
N: -1.94 -2.06 0.76
C: -2.28 -3.19 1.38
C: -1.51 -3.78 2.51
C: -3.44 -3.69 0.79
C: -3.76 -2.80 -0.22
C: -4.89 -2.88 -1.18
H: -1.09 3.09 2.65
H: -0.50 3.98 1.24
H: 0.24 2.43 1.69
H: -3.18 3.83 0.31
H: -5.09 2.87 -1.22
H: -5.37 1.13 -1.09
H: -4.41 1.77 -2.42
H: -3.63 -0.61 -1.89
H: 2.54 -0.82 -1.15
H: 2.64 0.13 -2.64
H: 2.65 -1.62 -2.73
H: 0.56 -0.80 -4.54
H: -2.00 -0.77 -5.25
H: -2.95 0.19 -4.12
H: -3.05 -1.57 -4.08
H: -1.06 -3.00 3.12
H: -0.73 -4.44 2.14
H: -2.17 -4.38 3.13
H: -3.96 -4.59 1.05
H: -5.49 -3.76 -0.96
H: -4.52 -2.96 -2.21
H: -5.52 -2.00 -1.12
C: 2.03 -3.27 0.16
Si: 1.83 -1.73 1.33
C: -0.18 0.06 2.78
C: 2.15 -2.41 3.13
N: 3.18 -0.71 1.27
C: 3.56 0.54 1.25
C: 4.78 0.91 1.88
C: 5.22 2.21 1.88
C: 4.51 3.19 1.18
C: 3.32 2.87 0.54
C: 2.84 1.59 0.61
F: 1.65 1.28 0.02
H: 1.76 -4.16 0.71
H: 3.07 -3.34 -0.14
H: 1.41 -3.21 -0.73
H: -0.26 -0.85 3.38
H: -1.07 0.67 2.96
H: 0.70 0.61 3.11
H: 1.49 -3.23 3.38
H: 2.06 -1.62 3.87
H: 3.18 -2.76 3.15
H: 5.32 0.13 2.40
H: 6.12 2.47 2.41
H: 4.89 4.20 1.14
H: 2.77 3.62 -0.01


Molecular formula: C24H35F11N7O5S
Method: DFT, ωB97M-V with the def2-TZVPD basis set

Output
- LUMO energy: -2.5 eV
- ΔE to the lowest compared entry with this formula, charge and spin: 11.0 kcal/mol
- Multiplicity: 1
- E_HOMO: -12.04 eV
- E: -86845.369 eV
- Charge: +1

Atoms and positions in Å:
N: 2.95 -1.20 3.20
C: 4.37 -1.60 3.20
C: 4.69 -2.65 2.13
C: 4.44 -2.13 0.69
C: 3.38 -2.92 -0.11
C: 2.09 -2.15 -0.33
N: 2.17 -1.24 -1.47
N: 3.38 -0.85 -1.99
C: 3.15 -0.03 -3.00
C: 4.25 0.59 -3.76
C: 4.44 2.11 -3.45
S: 3.20 2.86 -2.35
C: 3.94 2.80 -0.78
N: 3.92 3.80 -0.02
N: 4.51 3.41 1.18
C: 4.86 2.21 1.02
O: 4.53 1.72 -0.19
N: 1.86 0.12 -3.20
C: 1.27 -0.61 -2.25
N: -0.06 -0.64 -2.14
C: -0.88 -1.33 -1.15
C: -1.28 -2.74 -1.62
C: -2.65 -3.17 -1.07
C: -2.65 -4.48 -0.31
F: -3.75 -5.18 -0.68
F: -1.58 -5.26 -0.58
C: -2.75 -4.35 1.23
F: -3.11 -5.54 1.74
F: -1.57 -4.01 1.76
F: -3.68 -3.46 1.57
H: 2.41 -1.97 2.83
H: 2.81 -0.41 2.58
H: 5.01 -0.75 3.01
H: 4.61 -1.99 4.18
H: 4.04 -3.51 2.28
H: 5.72 -2.97 2.24
H: 5.39 -2.14 0.17
H: 4.15 -1.08 0.77
H: 3.84 -3.18 -1.06
H: 3.17 -3.87 0.37
H: 1.91 -1.56 0.56
H: 1.28 -2.85 -0.45
H: 4.30 -1.10 -1.66
H: 4.04 0.40 -4.80
H: 5.17 0.07 -3.51
H: 4.38 2.67 -4.38
H: 5.40 2.26 -2.99
H: 5.37 1.64 1.77
H: -0.54 -0.11 -2.83
H: -0.44 -1.32 -0.16
H: -1.79 -0.76 -1.08
H: -1.37 -2.66 -2.70
H: -0.50 -3.46 -1.43
H: -3.00 -2.40 -0.38
H: -3.41 -3.23 -1.83
C: -6.13 -2.33 -0.47
C: -7.53 -1.83 -0.20
O: -7.64 -0.43 -0.52
C: -7.86 -0.15 -1.80
O: -7.96 -0.93 -2.70
C: -7.99 1.37 -1.98
F: -7.06 2.03 -1.28
F: -9.19 1.78 -1.55
F: -7.86 1.71 -3.25
H: -5.40 -1.72 0.06
H: -6.03 -3.37 -0.15
H: -5.90 -2.27 -1.53
H: -7.77 -1.91 0.86
H: -8.28 -2.40 -0.75
C: -1.09 7.27 3.75
C: -0.23 6.05 3.99
O: -0.33 5.12 2.89
C: 0.45 5.37 1.85
O: 1.22 6.27 1.73
C: 0.26 4.28 0.79
F: -1.03 3.97 0.61
F: 0.89 3.14 1.16
F: 0.76 4.65 -0.38
H: -2.12 6.97 3.55
H: -1.07 7.92 4.62
H: -0.74 7.83 2.89
H: -0.58 5.50 4.87
H: 0.81 6.32 4.17


Molecular formula: C24H35FN5NiO3
Method: DFT, ωB97M-V with the def2-TZVPD basis set

Output
- LUMO energy (spin up / spin down): -2.5 / -2.6 eV
- ΔE to the lowest compared entry with this formula, charge and spin: 32.6 kcal/mol
- Multiplicity: 3
- E_HOMO (spin up / spin down): -11.13 / -11.12 eV
- E: -82807.647 eV
- Charge: +1

Atoms and positions in Å:
Ni: -0.28 -1.40 -0.97
C: 1.26 -4.11 0.67
C: 1.84 -2.70 0.65
N: 1.64 -2.07 -0.67
C: 2.63 -1.06 -1.06
C: 2.39 -0.68 -2.51
N: 1.02 -0.20 -2.66
C: 0.62 0.17 -4.03
C: 0.21 -1.00 -4.90
C: -0.98 -1.79 -4.39
N: -0.61 -2.57 -3.19
C: -1.44 -3.75 -2.98
C: -0.88 -4.52 -1.79
N: -0.84 -3.62 -0.65
C: -0.26 -4.19 0.59
H: 1.56 -4.60 1.59
H: 1.72 -4.69 -0.14
H: 2.91 -2.74 0.88
H: 1.36 -2.07 1.41
H: 1.72 -2.83 -1.35
H: 3.65 -1.43 -0.92
H: 2.49 -0.19 -0.41
H: 2.53 -1.57 -3.14
H: 3.13 0.06 -2.83
H: 0.90 0.61 -2.07
H: 1.43 0.73 -4.52
H: -0.23 0.85 -3.93
H: 1.06 -1.68 -5.06
H: -0.03 -0.61 -5.89
H: -1.34 -2.46 -5.18
H: -1.81 -1.12 -4.13
H: 0.34 -2.90 -3.35
H: -1.49 -4.40 -3.86
H: -2.46 -3.43 -2.76
H: 0.14 -4.85 -2.02
H: -1.47 -5.42 -1.60
H: -1.79 -3.35 -0.41
H: -0.57 -5.23 0.70
H: -0.70 -3.63 1.42
C: -2.68 3.70 4.25
C: -1.28 3.12 4.39
C: -0.22 4.14 4.76
C: -0.06 5.18 3.66
C: 0.16 4.52 2.33
C: 0.78 5.19 1.30
C: 0.99 4.57 0.08
F: 1.59 5.27 -0.90
C: 0.61 3.28 -0.15
C: -0.01 2.56 0.88
C: -0.40 1.17 0.65
O: -0.11 0.63 -0.46
C: -1.05 0.52 1.73
C: -1.26 1.21 2.90
N: -0.89 2.47 3.11
C: -0.25 3.19 2.11
C: -1.57 -0.89 1.67
O: -1.99 -1.41 2.69
O: -1.55 -1.47 0.52
H: -2.97 4.20 5.18
H: -3.41 2.92 4.04
H: -2.73 4.43 3.44
H: -1.29 2.32 5.13
H: 0.73 3.63 4.93
H: -0.50 4.62 5.70
H: 0.78 5.84 3.88
H: -0.95 5.82 3.61
H: 1.11 6.21 1.44
H: 0.79 2.81 -1.11
H: -1.76 0.69 3.71